Record 1
This record from the OMol25 dataset describes one molecule with the formula C24H27N3O5S. The level of theory is ωB97M-V/def2-TZVPD.

```
60
Properties=species:S:1:pos:R:3:mulliken_charge:R:1
C -3.960 -2.775 -1.160 -1.33
H -4.265 -2.670 -2.199 0.36
H -3.021 -3.319 -1.130 0.20
C -3.820 -1.410 -0.502 -0.40
C -2.780 -0.531 -1.189 0.35
N -1.401 -0.851 -0.797 0.89
C -0.424 -0.634 -1.693 0.51
O -0.650 -0.302 -2.851 -0.76
C 1.015 -0.734 -1.196 -1.03
N 1.216 0.159 -0.086 -0.05
S 2.443 -0.179 0.971 1.47
O 2.384 -1.580 1.257 -0.66
O 2.336 0.771 2.038 -0.78
C 3.927 0.162 0.029 0.11
C 4.386 1.461 -0.052 -0.44
C 5.498 1.737 -0.830 -0.64
C 6.129 0.713 -1.520 -0.39
C 5.658 -0.588 -1.432 -0.72
C 4.547 -0.867 -0.652 -0.24
H 4.160 -1.868 -0.547 0.46
H 6.155 -1.382 -1.967 0.40
H 6.995 0.930 -2.127 0.38
H 5.873 2.747 -0.898 0.41
H 3.879 2.231 0.508 0.43
H 1.067 1.139 -0.265 0.31
H 1.668 -0.504 -2.051 0.55
H 1.249 -1.731 -0.824 0.42
C -1.123 -1.152 0.571 -0.77
C -1.327 -0.162 1.527 0.43
C -1.037 -0.398 2.855 -0.79
C -0.551 -1.635 3.239 -0.81
C -0.376 -2.627 2.296 -0.68
C -0.658 -2.410 0.951 1.44
C -0.442 -3.535 -0.018 -2.34
H 0.598 -3.858 0.024 0.42
H -0.681 -3.249 -1.039 0.35
H -1.061 -4.387 0.262 0.48
H -0.002 -3.594 2.595 0.47
H -0.309 -1.826 4.274 0.39
H -1.183 0.387 3.581 0.45
H -1.715 0.797 1.225 0.17
H -2.825 -0.677 -2.276 0.46
C -3.045 0.964 -0.907 -0.24
O -3.878 1.362 -0.122 -0.66
N -2.249 1.781 -1.628 0.09
H -1.591 1.378 -2.280 0.35
C -2.136 3.193 -1.304 -1.02
C -1.457 3.373 0.017 0.29
C -1.904 3.893 1.193 -0.32
C -0.860 3.708 2.133 -0.93
C 0.145 3.085 1.467 -0.16
O -0.201 2.879 0.178 -0.28
H 1.093 2.702 1.791 0.52
H -0.865 3.997 3.164 0.49
H -2.861 4.338 1.367 0.51
H -3.139 3.623 -1.230 0.31
H -1.582 3.683 -2.108 0.40
H -3.560 -1.523 0.552 0.19
H -4.772 -0.878 -0.545 0.54
H -4.712 -3.364 -0.641 0.43
```

Properties
- Gap between HOMO and LUMO: 0.336 Eh
- Largest force on an atom: 1.01 eV/A
- Highest occupied orbital energy: -8.615 eV
- Total charge: 0



Record 2
This record from the OMol25 dataset describes one molecule with the formula C4H6N2O2. The level of theory is ωB97M-V/def2-TZVPD.

```
14
Properties=species:S:1:pos:R:3:mulliken_charge:R:1
C -0.795 -1.264 -0.164 -0.18
C -0.435 -0.293 1.041 0.29
C -0.366 1.308 0.800 -0.37
C 1.154 -0.107 0.947 0.34
H 0.872 0.288 -1.580 0.24
H 0.386 -0.516 -3.085 0.30
H -1.606 -2.171 -0.084 0.26
H -0.680 -0.144 2.292 0.30
H -0.835 2.009 1.603 0.25
H -0.331 1.757 -0.271 0.26
N -0.008 -0.104 -2.129 -0.48
N -0.572 -1.223 -1.421 -0.33
O 1.073 1.183 1.419 -0.35
O 2.142 -0.722 0.632 -0.52
```

Properties
- Gap between HOMO and LUMO: 0.373 Eh
- Largest force on an atom: 4.39 eV/A
- Highest occupied orbital energy: -9.736 eV
- Total charge: 0



Record 3
This record from the OMol25 dataset describes C4H44B9Ca2O as an isolated structure. The level of theory is ωB97M-V/def2-TZVPD.

```
60
Properties=species:S:1:pos:R:3:mulliken_charge:R:1
Ca 0.006 1.165 2.556 -0.18
Ca -2.659 0.056 -1.508 0.16
B 1.686 -1.209 3.470 1.05
H 1.820 -0.158 3.926 -0.24
H 1.465 -1.192 2.343 -0.48
H 2.647 -1.832 3.682 -0.34
H 0.841 -1.766 4.031 -0.43
B -2.876 -2.282 1.058 1.04
H -1.768 -2.083 1.278 -0.49
H -3.406 -1.322 0.715 -0.51
H -2.957 -3.136 0.279 -0.43
H -3.303 -2.599 2.092 -0.36
B -0.746 0.262 0.295 3.64
H -0.591 1.373 0.378 -0.20
H -0.132 -0.312 1.034 -0.70
H -1.843 0.129 0.487 -1.11
H -0.584 -0.123 -0.751 -0.63
B 1.587 -3.007 -1.327 1.05
H 1.125 -2.651 -2.323 -0.50
H 2.724 -2.745 -1.379 -0.42
H 1.084 -2.537 -0.406 -0.53
H 1.572 -4.159 -1.154 -0.32
B -1.999 -2.218 -2.351 1.10
H -2.007 -1.847 -1.301 -0.60
H -3.045 -2.679 -2.565 -0.38
H -1.791 -1.401 -3.095 -0.39
H -1.211 -3.047 -2.402 -0.31
B -4.069 1.899 0.019 0.61
H -3.142 2.583 -0.037 -0.22
H -5.016 2.419 0.432 -0.32
H -4.332 1.648 -1.050 -0.48
H -3.778 0.994 0.661 -0.28
B -1.328 3.365 2.289 0.79
H -0.331 3.138 2.741 -0.48
H -1.822 2.375 2.115 -0.24
H -2.005 3.986 2.998 -0.36
H -1.244 3.966 1.303 -0.42
B -1.996 0.109 3.756 0.88
H -2.476 0.344 2.767 -0.42
H -1.000 -0.329 3.525 -0.40
H -1.863 1.101 4.270 -0.31
H -2.795 -0.538 4.285 -0.34
B 2.445 1.860 2.352 0.03
H 3.318 1.951 1.597 -0.36
H 2.740 1.739 3.461 -0.20
H 1.670 2.655 2.220 -0.31
H 1.967 0.879 2.106 -0.48
C 2.209 1.155 -3.795 -0.63
C 3.684 1.114 -4.165 -0.38
C 4.112 -0.350 -4.024 -0.62
O 2.903 -1.109 -3.879 -0.34
C 2.066 -0.208 -3.172 -0.14
H 1.510 1.295 -4.631 0.29
H 1.882 2.033 -3.232 0.34
H 4.193 1.737 -3.424 0.22
H 3.867 1.542 -5.157 0.27
H 4.813 -0.566 -3.206 0.31
H 4.792 -0.680 -4.824 0.30
H 2.378 -0.329 -2.130 0.26
H 1.006 -0.458 -3.231 -0.12
```

Properties
- Gap between HOMO and LUMO: 0.140 Eh
- Largest force on an atom: 3.64 eV/A
- Highest occupied orbital energy: 5.618 eV
- Total charge: -5



Record 4
This record from the OMol25 dataset describes C22H25F5IrN4S as an isolated structure. The level of theory is ωB97M-V/def2-TZVPD.

```
58
Properties=species:S:1:pos:R:3:mulliken_charge:R:1
Ir -0.996 -0.315 -0.197 0.77
C -3.596 -0.073 1.773 -1.24
N -2.903 -1.088 0.974 0.74
C -3.743 -1.605 -0.124 -1.09
C -2.437 -2.186 1.838 -1.20
C -1.117 -2.731 1.392 1.07
C -0.438 -3.641 2.198 -0.87
C 0.753 -4.198 1.768 -0.67
C 1.255 -3.897 0.504 -0.68
C 0.580 -3.004 -0.307 -0.76
C -0.546 -2.340 0.173 0.20
H -4.417 -0.524 2.340 0.38
H -4.014 0.705 1.140 0.30
H -2.898 0.375 2.478 0.37
H -4.648 -2.083 0.267 0.39
H -3.189 -2.344 -0.701 0.46
H -4.055 -0.799 -0.784 0.20
H -3.177 -2.994 1.849 0.43
H -2.342 -1.830 2.865 0.54
H -0.858 -3.935 3.151 0.51
H 1.273 -4.899 2.406 0.46
H 2.160 -4.371 0.150 0.48
H 0.943 -2.823 -1.310 0.56
F -4.180 5.751 -2.435 -0.22
C -3.353 4.757 -2.321 0.64
C -3.776 3.584 -1.676 -0.15
F -4.993 3.506 -1.180 -0.25
C -2.907 2.531 -1.559 -0.11
F -3.270 1.426 -0.910 0.01
C -1.604 2.578 -2.094 0.46
S -0.514 1.258 -2.037 -0.25
C -1.203 3.773 -2.728 0.36
F 0.015 3.848 -3.218 -0.25
C -2.054 4.855 -2.822 0.21
F -1.647 5.975 -3.375 -0.23
C 4.397 -0.870 -1.451 -0.68
C 3.116 -0.781 -2.256 -0.74
N 2.008 -0.512 -1.349 0.02
C 2.098 0.136 -0.173 0.51
N 0.970 0.374 0.506 -0.44
C 1.028 1.175 1.718 -0.67
C 2.325 0.939 2.472 -0.77
C 3.490 1.211 1.540 -0.61
N 3.305 0.513 0.271 0.12
C 4.492 0.362 -0.570 -0.62
H 5.256 -0.916 -2.117 0.38
H 4.388 -1.773 -0.840 0.29
H 2.919 -1.717 -2.778 0.43
H 3.192 0.014 -3.003 0.32
H 1.080 -0.758 -1.645 0.24
H 0.163 0.937 2.340 0.27
H 0.944 2.234 1.443 0.29
H 2.368 -0.095 2.817 0.30
H 2.371 1.596 3.338 0.39
H 4.414 0.849 1.994 0.43
H 3.603 2.286 1.362 0.29
H 5.360 0.298 0.084 0.40
H 4.608 1.256 -1.192 0.27
```

Properties
- Spin multiplicity: 2
- Gap between HOMO and LUMO (alpha / beta): 0.241 / 0.200 Eh
- Largest force on an atom: 2.16 eV/A
- Highest occupied orbital energy (alpha / beta): -14.555 / -14.753 eV
- Total charge: +2
- ⟨S²⟩: 1.15



Record 5
This record from the OMol25 dataset describes one molecule with the formula C4H9N. The level of theory is ωB97M-V/def2-TZVPD.

```
14
Properties=species:S:1:pos:R:3:mulliken_charge:R:1
N 0.231 1.130 0.617 -0.39
C -1.073 0.532 0.429 -0.56
C -0.773 -0.877 -0.074 -0.44
C 0.418 -0.544 -0.929 -0.69
C 1.337 0.296 0.055 -0.45
H 0.434 1.282 1.599 0.27
H -1.673 0.591 1.313 0.31
H -1.738 1.051 -0.326 0.22
H -0.427 -1.452 0.784 0.23
H -1.755 -1.281 -0.395 0.31
H 0.825 -1.372 -1.519 0.38
H 0.219 0.084 -1.804 0.26
H 1.882 -0.336 0.766 0.27
H 2.095 0.898 -0.517 0.26
```

Properties
- Gap between HOMO and LUMO: 0.358 Eh
- Largest force on an atom: 2.50 eV/A
- Highest occupied orbital energy: -8.579 eV
- Total charge: 0



Record 6
This record from the OMol25 dataset describes C17H30NO2P2SW as an isolated structure. The level of theory is ωB97M-V/def2-TZVPD.

```
54
Properties=species:S:1:pos:R:3:mulliken_charge:R:1
C -0.906 3.139 -2.837 -1.00
C -0.351 1.983 -2.238 1.14
N -1.017 1.475 -1.127 -0.15
C -2.316 1.751 -0.938 0.69
C -2.968 2.707 -1.688 -0.84
C -2.220 3.477 -2.575 -0.44
C 0.683 1.176 -2.723 -1.27
P 1.265 -0.288 -2.019 1.15
W -0.169 -0.260 -0.177 -0.14
P -2.000 0.227 1.417 0.73
C -3.052 0.948 0.089 -1.13
O 3.834 5.186 -1.888 -0.62
O 4.535 2.138 2.356 -0.63
H -0.257 3.683 -3.526 0.43
H -4.015 2.877 -1.475 0.47
H -2.686 4.287 -3.113 0.43
C 0.964 -1.518 -3.353 -1.37
C 3.103 -0.355 -1.780 -0.95
H -3.762 1.558 0.664 0.55
H -3.600 0.093 -0.339 0.42
H 3.541 4.372 -2.291 0.31
H 1.339 1.617 -3.462 0.37
C -2.760 -1.259 2.060 -1.19
C -1.885 1.470 2.728 -1.20
H 0.683 0.876 0.786 -0.06
H 4.128 1.937 1.456 0.29
H 4.252 3.064 2.620 0.33
H 3.253 5.322 -1.099 0.31
H -1.249 -1.531 -0.279 -0.14
H -0.219 0.957 1.078 -0.01
H 1.586 -1.272 -4.225 0.43
H 1.148 -2.554 -3.041 0.39
H -0.086 -1.392 -3.641 0.35
H 3.685 -0.058 -2.673 0.42
H 3.402 0.284 -0.933 0.13
H 3.428 -1.377 -1.522 0.37
H -2.928 1.567 3.069 0.45
H -1.206 1.098 3.517 0.38
H -1.492 2.415 2.315 0.43
H -3.728 -0.924 2.456 0.53
H -2.879 -1.999 1.258 0.35
H -2.111 -1.701 2.828 0.30
S 1.101 -1.562 1.291 -0.18
C 0.153 -3.033 1.608 0.60
C -0.048 -3.408 2.952 -0.75
C -0.961 -4.415 3.238 -0.34
C -1.626 -5.080 2.204 -0.48
C -1.334 -4.776 0.871 -0.50
C -0.409 -3.779 0.566 -0.34
H 0.499 -2.874 3.732 0.39
H -1.160 -4.685 4.277 0.38
H -2.355 -5.862 2.434 0.40
H -1.824 -5.330 0.063 0.40
H -0.150 -3.535 -0.469 0.40
```

Properties
- Spin multiplicity: 3
- Gap between HOMO and LUMO (alpha / beta): 0.191 / 0.198 Eh
- Largest force on an atom: 2.93 eV/A
- Highest occupied orbital energy (alpha / beta): -10.109 / -10.088 eV
- Total charge: +1
- ⟨S²⟩: 2.04



Record 7
This record from the OMol25 dataset describes C25H27BF5N7OS2V as an isolated structure. The level of theory is ωB97M-V/def2-TZVPD.

```
69
Properties=species:S:1:pos:R:3:mulliken_charge:R:1
V 0.263 0.529 -0.987 0.36
C 3.959 2.162 -1.951 -1.95
C 2.634 1.467 -2.022 0.92
N 1.588 1.866 -1.344 0.88
N 1.645 3.032 -0.670 -0.91
C 0.709 3.369 0.240 0.76
N 0.801 4.597 0.789 -0.44
S -0.522 2.322 0.652 -0.51
C 2.416 0.249 -2.746 0.69
C 3.267 -0.249 -3.745 -1.07
C 2.900 -1.371 -4.456 -0.53
C 1.686 -1.984 -4.155 -1.01
C 0.925 -1.468 -3.124 -0.01
N 1.263 -0.391 -2.426 0.47
H 4.196 2.384 -0.909 0.43
H 3.977 3.089 -2.524 0.38
H 4.745 1.514 -2.321 0.45
H 2.420 3.669 -0.847 0.35
H 1.536 5.244 0.558 0.16
H 0.140 4.861 1.497 0.24
H 4.183 0.265 -3.989 0.37
H 3.529 -1.759 -5.242 0.44
H 1.343 -2.846 -4.705 0.44
H 0.000 -1.956 -2.849 0.43
F -6.618 2.244 -3.343 -0.31
C -5.283 2.178 -3.219 0.60
C -4.706 1.611 -2.085 -0.24
F -5.488 1.160 -1.092 -0.31
C -3.331 1.511 -1.993 -0.49
F -2.774 0.960 -0.882 -0.14
C -2.471 1.926 -3.020 0.95
S -0.781 1.682 -2.975 -0.49
C -3.083 2.549 -4.125 0.11
F -2.311 3.033 -5.111 -0.31
C -4.456 2.673 -4.228 0.24
F -4.995 3.252 -5.311 -0.30
B 3.310 0.754 2.203 0.35
C 2.387 0.261 1.082 -0.04
N 1.589 0.008 0.275 -0.52
H 4.312 1.182 1.700 -0.17
H 3.536 -0.140 2.957 -0.18
H 2.671 1.633 2.724 -0.11
C 1.068 -3.244 5.142 -1.08
C -0.448 -3.105 5.034 -0.82
N -0.873 -2.448 3.805 0.21
C -1.311 -1.071 3.898 -0.82
C -0.169 -0.086 4.154 -0.93
C -0.904 -3.198 2.685 0.35
O -0.612 -4.382 2.677 -0.65
C -1.307 -2.558 1.383 0.22
C -2.201 -3.226 0.546 -0.55
C -2.446 -2.690 -0.710 -1.48
C -1.746 -1.567 -1.117 -0.25
N -0.848 -0.945 -0.345 0.60
C -0.675 -1.427 0.890 -0.66
H 1.332 -3.646 6.118 0.39
H 1.566 -2.287 5.016 0.25
H 1.426 -3.924 4.375 0.31
H -0.837 -2.533 5.878 0.42
H -0.896 -4.104 5.049 0.42
H -2.038 -0.996 4.716 0.36
H -1.831 -0.807 2.976 0.49
H 0.211 -0.173 5.169 0.42
H -0.533 0.929 4.013 0.36
H 0.656 -0.248 3.464 0.15
H -2.670 -4.138 0.884 0.56
H -3.151 -3.160 -1.379 0.46
H -1.909 -1.146 -2.104 0.71
H 0.037 -0.897 1.504 0.60
```

Properties
- Spin multiplicity: 4
- Gap between HOMO and LUMO (alpha / beta): 0.221 / 0.227 Eh
- Largest force on an atom: 3.45 eV/A
- Highest occupied orbital energy (alpha / beta): -6.860 / -7.263 eV
- Total charge: 0
- ⟨S²⟩: 3.77



Record 8
This record from the OMol25 dataset describes a 3-piece molecular cluster, C20H37IO4 overall. The level of theory is ωB97M-V/def2-TZVPD.

```
62
Properties=species:S:1:pos:R:3:mulliken_charge:R:1
C 2.154 -3.375 0.111 -0.83
O 1.674 -2.175 -0.449 -0.46
C 0.482 -1.727 0.145 -0.31
C -0.670 -2.717 0.011 -0.70
C -2.088 -2.053 -0.026 0.84
C -2.993 -3.222 -0.057 0.17
C -3.496 -3.785 -1.151 -0.20
I -3.428 -3.050 -3.098 0.18
C -3.962 -5.129 -0.664 0.56
O -3.709 -6.100 -1.296 -0.47
O -4.175 -5.173 0.698 -0.33
C -3.594 -3.960 1.088 0.10
O -3.928 -3.433 2.094 -0.48
H 1.786 -4.263 -0.406 0.32
H 1.916 -3.432 1.177 0.35
H 3.239 -3.406 0.034 0.28
H 0.627 -1.489 1.209 0.29
H 0.242 -0.791 -0.360 0.07
H -0.660 -3.461 0.811 0.42
H -0.549 -3.288 -0.912 0.35
H -2.172 -1.432 0.862 0.56
H -2.099 -1.459 -0.934 -0.68
C -4.183 4.509 0.137 -1.19
C -4.421 3.775 -1.179 -0.41
C -4.604 2.268 -1.009 -0.93
C -3.398 1.530 -0.428 -0.08
C -2.100 1.689 -1.220 -0.22
C -2.184 1.131 -2.637 -0.98
H -3.261 4.183 0.621 0.28
H -4.099 5.583 -0.036 0.38
H -5.010 4.345 0.830 0.29
H -3.599 3.984 -1.870 0.22
H -5.323 4.181 -1.647 0.39
H -4.866 1.833 -1.978 0.33
H -5.466 2.087 -0.358 0.42
H -3.645 0.465 -0.362 -0.10
H -3.227 1.862 0.600 0.42
H -1.302 1.164 -0.683 0.01
H -1.802 2.740 -1.255 0.44
H -2.446 0.071 -2.619 -0.06
H -1.223 1.231 -3.144 0.35
H -2.928 1.659 -3.236 0.40
C 5.930 2.743 0.012 -1.19
C 6.149 1.325 0.533 -0.52
C 5.031 0.358 0.148 -0.73
C 3.650 0.707 0.703 0.12
C 3.571 0.821 2.225 -0.55
C 3.899 -0.484 2.944 -1.00
H 5.030 3.193 0.434 0.28
H 6.773 3.382 0.279 0.39
H 5.838 2.747 -1.076 0.29
H 6.275 1.350 1.619 0.24
H 7.090 0.946 0.125 0.37
H 5.310 -0.649 0.472 0.31
H 4.962 0.311 -0.943 0.41
H 2.943 -0.057 0.368 -0.28
H 3.307 1.648 0.261 0.37
H 2.555 1.122 2.495 0.38
H 4.231 1.615 2.584 0.34
H 3.227 -1.284 2.626 0.10
H 3.788 -0.363 4.023 0.40
H 4.925 -0.803 2.754 0.29
```

Properties
- Gap between HOMO and LUMO: 0.338 Eh
- Largest force on an atom: 2.52 eV/A
- Highest occupied orbital energy: -9.876 eV
- Total charge: 0